Below is a molecular structure, C45H48AsF3LuN7O2S6Te at a distorted geometry, with properties calculated with ωB97M-V/def2-TZVPD.

Results
- Charge: -2
- Energy relative to the best compared isomer or geometry (same formula, charge and spin): 35.9 kcal/mol

XYZ file:
```
114
Properties=species:S:1:pos:R:3:mulliken_charge:R:1
Lu -21.2283 9.6063 -7.2678 0.70
N -19.1519 8.6641 -8.0096 -0.47
C -18.2784 8.0491 -6.9448 -0.70
C -18.9166 8.2435 -5.5611 -0.19
N -19.4423 9.5863 -5.3525 -0.10
H -19.4421 7.9903 -8.7367 0.15
H -18.8157 9.4335 -8.5957 0.35
H -17.2384 8.4576 -6.9274 0.31
H -18.1605 6.9473 -7.0533 0.28
H -18.1805 8.0261 -4.7567 0.49
H -19.7276 7.5290 -5.3659 -0.08
H -18.6536 10.2444 -5.3446 0.15
H -19.8099 9.5793 -4.3727 0.10
S -20.1638 9.4591 -11.0263 -0.59
As -21.4811 11.0157 -10.0446 0.42
S -20.1317 11.8363 -8.3448 -0.53
S -23.2238 9.9868 -9.0037 -0.46
S -22.1205 12.7433 -11.0992 -0.57
F -22.3428 5.5907 -1.3595 -0.27
C -23.2364 6.6314 -1.3794 0.64
F -24.0262 6.4883 -0.2470 -0.33
F -24.0623 6.3341 -2.3940 -0.16
C -22.4473 7.8922 -1.4549 -0.12
C -22.4323 8.6901 -0.2587 -0.58
C -21.6816 9.8744 -0.2501 -0.87
C -20.8859 10.1669 -1.3912 -0.35
N -20.8181 9.3626 -2.4386 -0.50
C -21.6404 8.3195 -2.6063 0.45
S -21.6734 7.3993 -4.0371 -0.39
H -23.0658 8.4140 0.5213 0.55
H -21.5791 10.4987 0.6283 0.39
H -20.4273 11.1399 -1.4383 0.43
C -25.8917 12.7673 -3.5302 -1.12
N -24.7527 12.7487 -4.3839 -0.07
N -24.3736 11.3753 -4.8745 0.69
C -23.0008 11.3312 -5.0607 -0.01
O -22.4210 10.4029 -5.6964 0.12
C -22.5195 12.5447 -4.4741 -1.00
C -23.5570 13.3345 -4.0354 0.61
C -23.4190 14.6750 -3.3156 -1.47
C -25.3514 10.6168 -5.6246 0.40
C -26.4006 11.2228 -6.3836 -0.53
C -27.5397 10.4446 -6.6463 -0.65
C -27.5134 9.0852 -6.5015 -0.60
C -26.3442 8.4608 -6.0063 -0.40
C -25.2911 9.1931 -5.5314 -0.49
H -26.8153 12.6465 -4.0615 0.39
H -25.9956 13.7354 -3.0463 0.37
H -25.8739 12.0435 -2.6898 0.31
H -21.4608 12.6113 -4.4533 0.58
H -22.5401 15.2706 -3.7193 0.36
H -23.1864 14.5334 -2.2499 0.26
H -24.4104 15.2108 -3.3872 0.38
H -26.3572 12.2933 -6.5362 0.65
H -28.4345 10.9877 -7.0300 0.28
H -28.3148 8.5183 -6.9158 0.61
H -26.2939 7.4010 -6.0471 0.36
H -24.4666 8.7039 -5.0069 0.31
S -11.3794 12.9367 -2.4903 -0.24
C -12.8235 12.7093 -3.3304 0.49
C -13.2044 12.6335 -4.7371 -0.18
C -14.5673 12.4264 -5.0318 -0.33
N -15.5148 12.2843 -4.1858 -0.47
C -15.1842 12.0964 -2.9245 -0.45
C -13.9001 12.3554 -2.4703 -0.30
C -10.4671 11.7005 -3.2669 0.26
C -10.3989 10.3300 -2.9487 -0.25
C -9.7563 9.4683 -3.8035 -0.19
N -9.0420 9.8305 -4.8478 -0.57
C -8.8861 11.1300 -5.0125 -0.25
C -9.5852 12.1163 -4.3169 -0.29
H -12.4906 12.5849 -5.6174 0.28
H -14.8451 12.3352 -6.0628 0.40
H -16.0139 11.8629 -2.2330 0.34
H -13.7172 12.3218 -1.4085 0.36
H -11.0011 10.0148 -2.1012 0.36
H -9.8729 8.3760 -3.6129 0.30
H -8.2113 11.4681 -5.8461 0.29
H -9.5544 13.1377 -4.6269 0.43
C -23.2090 1.6193 -10.4272 -1.40
C -22.8802 2.9946 -9.9713 0.94
C -22.7099 3.2657 -8.5665 -0.96
C -22.6258 4.5194 -8.0720 1.48
C -22.5665 4.7468 -6.6054 -1.54
C -22.5051 5.6086 -8.9620 0.21
C -22.3765 6.9554 -8.5872 0.17
O -21.8155 7.5025 -7.5862 0.47
C -22.4250 5.3523 -10.3954 0.71
C -22.1230 6.5773 -11.2956 -1.34
C -22.5341 4.0393 -10.8330 -1.15
H -22.3412 0.9135 -10.3821 0.27
H -23.6201 1.7519 -11.4297 0.39
H -24.0206 1.1408 -9.8144 0.34
H -22.7224 2.4676 -7.8208 0.36
H -21.9644 4.0408 -6.0781 0.44
H -23.5531 4.5478 -6.2059 0.39
H -22.3707 5.7699 -6.2732 -0.36
H -22.8154 7.7364 -9.2548 -0.06
H -22.9832 7.2290 -11.4378 0.37
H -21.8178 6.2635 -12.3413 0.34
H -21.3276 7.2713 -10.9396 -0.07
H -22.5435 3.8957 -11.8719 0.42
Te -27.1555 5.0380 -7.8206 -0.28
C -28.2000 5.6100 -9.5144 -0.20
C -28.3323 6.9853 -9.7591 -0.54
C -28.9134 7.3804 -10.9484 -0.43
C -29.2909 6.4867 -11.9521 -0.47
C -29.2546 5.1078 -11.6556 -0.36
C -28.6784 4.6664 -10.4782 -0.48
H -27.9699 7.6865 -9.0912 0.60
H -29.0973 8.4622 -11.0358 0.30
H -29.5880 6.9011 -12.9151 0.33
H -29.8823 4.3874 -12.1562 0.28
H -28.6093 3.5965 -10.2466 0.32
```

---

Below is 2 unconnected molecules or ions with the total composition C2H9NO2 at a distorted geometry, with properties calculated with ωB97M-V/def2-TZVPD.

Results
- Energy relative to the best compared isomer or geometry (same formula, charge and spin): 27.1 kcal/mol
- SMILES string: NCCO.O

XYZ file:
```
14
Properties=species:S:1:pos:R:3:mulliken_charge:R:1
C -1.5819 0.2128 -0.3076 -0.31
O -2.5399 0.2941 -1.3905 -0.50
C -0.2161 0.2890 -0.8629 -0.35
N 0.9495 0.5661 -0.0398 -0.46
H -1.6928 -0.7231 0.2430 0.19
H -1.6833 1.0454 0.3724 0.28
H -3.3592 0.6117 -0.8845 0.32
H -0.3041 1.1151 -1.6908 0.20
H 0.0657 -0.6940 -1.3398 0.24
H 1.6574 -0.0390 0.4859 0.27
H 0.8296 1.4616 0.5325 0.17
H 2.7073 -0.9107 2.2611 0.30
H 2.7883 -2.0150 1.2259 0.29
O 2.3795 -1.2141 1.3950 -0.64
```

---

Below is 7 unconnected molecules or ions with the total composition C63H69BClFN2O31 at a distorted geometry, with properties calculated with ωB97M-V/def2-TZVPD.

Results
- Electronic energy: -5468.2894 Eh
- SMILES string: CCB(O)N(Cc1ccccc1C)[C@@H](CN)[C@](O)(CCOC(=O)CC)O[C@@](CCF)(CCOC=O)[C@@H](Cl)CC.O=C1C=C(O)C(=O)C=C1O.O=C1C=C(O)C(=O)C=C1O.O=C1C=C(O)C(=O)C=C1O.O=C1C=C(O)C(=O)C=C1O.O=C1C=C(O)C(=O)C=C1O.O=C1C=C(O)C(=O)C=C1O

XYZ file:
```
168
Properties=species:S:1:pos:R:3:mulliken_charge:R:1
C 5.3612 -0.7051 0.7147 -0.55
C 4.2030 -0.9206 -0.4167 0.00
B 3.6257 0.4519 -1.0939 -0.10
O 4.2231 0.8460 -2.4028 -0.68
N 2.5651 1.3759 -0.5398 0.99
C 3.0304 2.2091 0.6133 0.56
C 4.3994 3.0308 0.1572 0.22
C 4.5154 3.9167 -1.1970 -0.37
C 5.8489 4.6926 -1.7011 -0.48
C 7.2045 4.5974 -0.7971 -0.49
C 7.1021 3.7621 0.5866 -0.70
C 5.7450 2.9792 1.0922 1.01
C 5.8673 2.2026 2.5158 -1.12
C 1.3626 0.5343 -0.2709 -1.59
C 1.2973 -0.2073 1.1757 0.00
N 0.8260 -1.6552 0.9601 -0.38
C -0.0930 1.3179 -0.5326 0.79
O -1.0361 0.2201 -0.5947 -0.44
C 0.0662 1.8559 -2.1016 -0.71
C -1.2113 1.3676 -3.0462 -0.25
O -0.9500 0.0450 -3.6222 -0.32
C -2.1698 -0.7535 -3.6262 0.59
O -2.2062 -1.8964 -2.9818 -0.54
C -3.4915 -0.2288 -4.4204 -0.18
C -4.7335 -1.2673 -4.1757 -0.67
O -0.1561 2.3024 0.4708 -0.17
C -1.4125 2.8854 0.8928 0.46
C -0.9856 4.4781 1.1298 -0.84
C -1.7096 5.2561 2.3222 0.28
F -0.8515 6.4440 2.6488 -0.40
C -2.6263 2.9205 -0.1695 -0.44
C -3.8110 4.0025 0.0608 -0.86
O -3.6191 5.2808 -0.6827 -0.32
C -4.8286 6.1242 -0.4944 0.19
O -5.8773 5.8937 -1.2563 -0.48
C -1.7393 2.1050 2.3161 0.42
Cl -0.3782 2.3644 3.5953 -0.11
C -3.2334 2.2856 2.8929 -0.19
C -3.4716 1.0462 3.9763 -1.01
H 6.0155 0.2468 0.5045 0.03
H 6.0934 -1.6171 0.6856 0.36
H 4.8906 -0.7059 1.7943 0.19
H 3.3699 -1.6462 -0.0002 0.03
H 4.7159 -1.5315 -1.2921 0.29
H 5.1002 1.3114 -2.2578 0.32
H 3.3317 1.6313 1.5751 0.05
H 2.2779 3.0612 0.9373 -0.55
H 3.5623 4.0020 -1.8916 0.22
H 5.8357 5.2765 -2.7126 0.32
H 8.1824 5.1256 -1.1698 0.30
H 8.0696 3.6809 1.2616 0.17
H 5.5473 2.9818 3.3464 0.16
H 5.1631 1.2887 2.6463 0.18
H 6.9454 1.8551 2.7806 0.38
H 1.3584 -0.3284 -1.0834 0.52
H 0.5677 0.2626 1.9478 -0.27
H 2.3633 -0.3150 1.6709 0.19
H 1.6170 -2.3188 1.1233 0.28
H 0.0670 -1.8435 1.6462 0.13
H -1.7875 0.2728 0.0444 0.34
H 1.0045 1.4045 -2.6347 0.22
H 0.1140 3.0350 -2.0880 0.16
H -2.2381 1.4820 -2.5151 0.15
H -1.2264 2.1437 -3.9418 0.24
H -3.7753 0.8270 -4.0216 0.23
H -3.2166 -0.1776 -5.5510 0.25
H -5.6980 -0.9718 -4.7822 0.25
H -5.0324 -1.3751 -3.0395 0.22
H -4.4020 -2.3464 -4.5259 0.10
H 0.1833 4.5543 1.3045 0.19
H -1.1579 5.0121 0.0871 0.30
H -2.7561 5.7352 2.0428 0.00
H -1.8661 4.7098 3.3275 0.06
H -3.1578 1.8896 -0.3709 0.50
H -2.1544 3.2208 -1.2148 0.21
H -4.0726 4.2580 1.1595 0.44
H -4.7932 3.5340 -0.4070 0.42
H -4.8204 6.9798 0.2997 0.34
H -1.6276 0.9485 2.0796 -0.12
H -4.0546 2.0994 2.0614 0.22
H -3.4576 3.2559 3.4852 0.22
H -3.4643 0.0642 3.3282 0.20
H -2.5930 0.9641 4.7484 0.26
H -4.5272 1.1069 4.4909 0.37
C -9.1467 -2.3596 -5.4469 -1.02
C -10.0521 -3.2690 -5.0806 0.38
C -9.7808 -4.7280 -5.2100 0.88
O -10.6245 -5.5374 -4.8474 -0.61
C -8.4910 -5.1406 -5.7818 -0.69
C -7.5869 -4.2310 -6.1513 0.06
C -7.8477 -2.7730 -5.9963 1.09
O -6.9906 -1.9636 -6.3280 -0.63
O -6.3773 -4.6085 -6.6900 -0.42
O -11.2729 -2.8914 -4.5673 -0.57
H -9.3301 -1.2966 -5.3563 0.44
H -8.3138 -6.2031 -5.8867 0.45
H -5.9003 -3.7711 -6.8737 0.34
H -11.7465 -3.7292 -4.3785 0.35
C 6.7290 9.0941 2.2878 -0.79
C 6.5744 7.7713 2.1993 0.21
C 6.9809 6.8681 3.3123 1.04
O 6.8087 5.6605 3.2088 -0.42
C 7.5862 7.4753 4.5062 -1.20
C 7.7438 8.7977 4.5929 0.40
C 7.3122 9.7027 3.4918 0.89
O 7.4538 10.9135 3.6097 -0.62
O 8.3124 9.3752 5.7066 -0.57
O 6.0315 7.1919 1.0741 -0.51
H 6.4361 9.7620 1.4879 0.45
H 7.8933 6.8063 5.2996 0.62
H 8.3136 10.3396 5.5280 0.35
H 6.0244 6.2273 1.2541 0.21
C 6.2306 4.3114 9.7116 -0.81
C 7.0419 5.1576 9.0739 0.20
C 6.8323 5.4986 7.6391 1.02
O 7.5828 6.2931 7.0872 -0.61
C 5.7170 4.8518 6.9331 -0.78
C 4.9078 4.0030 7.5700 0.29
C 5.1010 3.6834 9.0117 0.74
O 4.3302 2.9145 9.5721 -0.62
O 3.8623 3.3904 6.9161 -0.49
O 8.1044 5.7489 9.7205 -0.59
H 6.3701 4.0566 10.7544 0.42
H 5.5867 5.0947 5.8863 0.46
H 3.4274 2.8268 7.5908 0.34
H 8.5355 6.3172 9.0474 0.35
C -1.1157 -4.6157 4.8566 -1.01
C -1.6445 -5.7980 5.1787 0.37
C -2.3387 -6.6386 4.1633 0.90
O -2.7965 -7.7269 4.4860 -0.60
C -2.4502 -6.1139 2.7946 -0.74
C -1.9244 -4.9300 2.4736 0.27
C -1.2065 -4.1025 3.4826 0.54
O -0.7192 -3.0288 3.1516 -0.41
O -2.0264 -4.4293 1.1944 -0.49
O -1.5668 -6.2861 6.4638 -0.57
H -0.6069 -3.9960 5.5838 0.46
H -2.9725 -6.7265 2.0710 0.60
H -1.5672 -3.5627 1.2160 0.21
H -2.0206 -7.1552 6.4403 0.35
C -3.7333 -9.6538 -1.0456 -1.00
C -2.8453 -10.2427 -1.8493 0.36
C -1.7287 -9.4730 -2.4660 0.97
O -0.9194 -10.0462 -3.1837 -0.62
C -1.6479 -8.0325 -2.1853 -0.77
C -2.5380 -7.4430 -1.3844 0.18
C -3.6378 -8.2181 -0.7461 0.99
O -4.4278 -7.6514 -0.0013 -0.67
O -2.4715 -6.0940 -1.1182 -0.39
O -2.9279 -11.5866 -2.1379 -0.57
H -4.5479 -10.2016 -0.5893 0.42
H -0.8426 -7.4817 -2.6538 0.48
H -3.2222 -5.9099 -0.5146 0.28
H -2.1735 -11.7713 -2.7368 0.35
C -2.2083 -5.0310 -6.9734 -1.07
C -1.1893 -5.8930 -6.9652 0.34
C -0.9658 -6.8387 -8.0943 0.82
O -0.0111 -7.6041 -8.0658 -0.61
C -1.9205 -6.8151 -9.2118 -0.90
C -2.9412 -5.9555 -9.2182 0.41
C -3.1485 -4.9914 -8.1023 1.01
O -4.0845 -4.2028 -8.1468 -0.68
O -3.8421 -5.9282 -10.2596 -0.57
O -0.3048 -5.9394 -5.9111 -0.55
H -2.3810 -4.3369 -6.1607 0.66
H -1.7569 -7.5193 -10.0171 0.42
H -4.4833 -5.2222 -10.0310 0.34
H 0.3399 -6.6413 -6.1426 0.35
```

---

Below is 4 unconnected molecules or ions with the total composition C21H35N2O12P at a distorted geometry, with properties calculated with ωB97M-V/def2-TZVPD.

Results
- Electronic energy: -2174.5718 Eh
- SMILES string: CC(=O)N(C)C1=CC(=O)C=C([PH2]=N)C1=O.CCOC(=O)OC.CCOC(=O)OC.CCOC(=O)OC

XYZ file:
```
71
Properties=species:S:1:pos:R:3:mulliken_charge:R:1
C -3.2326 1.7566 0.0715 -0.68
C -4.0736 0.9849 -1.1054 0.28
O -4.6958 -0.1752 -0.7634 -0.53
N -4.2732 1.4569 -2.5309 0.03
C -5.4361 2.4263 -2.4669 -0.74
C -3.0266 2.0732 -3.1264 0.54
C -1.6705 1.4197 -2.9298 -0.63
C -0.2979 2.1436 -3.5538 0.16
O 0.7566 1.4282 -4.0172 -0.48
C -0.2958 3.8147 -3.5271 -0.31
C -1.6580 4.4431 -3.7536 0.29
P -1.9551 6.3364 -3.7545 0.24
N -2.1168 6.8419 -5.3155 -0.65
C -2.9912 3.4737 -4.0252 0.12
O -3.9065 3.8212 -4.9334 -0.49
H -2.0715 1.5315 -0.0816 0.19
H -3.5417 1.3799 1.1354 0.32
H -3.3443 2.9234 -0.0699 0.26
H -6.1185 2.0656 -1.5572 0.35
H -5.1278 3.5368 -2.2027 0.26
H -6.1437 2.3946 -3.4148 0.27
H -1.5726 0.4098 -2.3440 0.50
H 0.6659 4.4628 -3.3224 0.29
H -0.8163 7.0721 -3.2069 0.11
H -3.1914 6.6925 -3.0898 0.10
H -3.0727 7.2956 -5.4038 0.22
C -0.3088 0.1288 3.7029 -0.98
C 0.9976 0.7406 3.2296 -0.17
O 0.8200 2.1267 2.9122 -0.30
C 0.8286 2.9763 3.9695 0.71
O 0.9790 2.6647 5.1406 -0.56
O 0.6188 4.2319 3.5014 -0.31
C 0.5382 5.2235 4.5238 -0.63
H -1.1053 0.3088 2.9739 0.25
H -0.2003 -0.9492 3.8522 0.33
H -0.6353 0.5765 4.6470 0.30
H 1.3206 0.2426 2.3096 0.31
H 1.7978 0.6055 3.9668 0.26
H 1.4098 5.1853 5.1848 0.29
H -0.3868 5.0960 5.0951 0.29
H 0.5156 6.2052 4.0426 0.22
C 0.8642 -6.9894 5.6648 -1.09
C 2.1706 -6.3775 5.1916 -0.16
O 1.9931 -4.9915 4.8741 -0.34
C 2.0017 -4.1419 5.9314 0.71
O 2.1521 -4.4535 7.1025 -0.56
O 1.7918 -2.8862 5.4633 -0.26
C 1.7112 -1.8947 6.4857 -0.54
H 0.0678 -6.8094 4.9358 0.29
H 0.9727 -8.0674 5.8141 0.35
H 0.5378 -6.5416 6.6089 0.31
H 2.4936 -6.8756 4.2715 0.29
H 2.9709 -6.5126 5.9287 0.31
H 2.5828 -1.9328 7.1467 0.35
H 0.7863 -2.0222 7.0570 0.31
H 1.6887 -0.9129 6.0045 0.04
C 0.7809 -1.8344 -5.7238 -1.09
C 1.5464 -1.9255 -4.4159 -0.02
O 2.1722 -3.2080 -4.2856 -0.34
C 3.3408 -3.3613 -4.9569 0.73
O 3.8934 -2.5137 -5.6405 -0.55
O 3.7787 -4.6290 -4.7544 -0.33
C 4.9751 -4.9470 -5.4634 -0.62
H 0.0813 -2.6706 -5.8201 0.31
H 0.2229 -0.8955 -5.7817 0.30
H 1.4583 -1.8863 -6.5821 0.31
H 0.8487 -1.8256 -3.5779 0.20
H 2.2817 -1.1178 -4.3205 0.31
H 5.7640 -4.2159 -5.2607 0.29
H 4.7682 -5.0057 -6.5367 0.29
H 5.3202 -5.9271 -5.1230 0.22
```

---

Repeat the fourth record exactly.
Below is 4 unconnected molecules or ions with the total composition C21H35N2O12P at a distorted geometry, with properties calculated with ωB97M-V/def2-TZVPD.

Results
- Electronic energy: -2174.5718 Eh
- SMILES string: CC(=O)N(C)C1=CC(=O)C=C([PH2]=N)C1=O.CCOC(=O)OC.CCOC(=O)OC.CCOC(=O)OC

XYZ file:
```
71
Properties=species:S:1:pos:R:3:mulliken_charge:R:1
C -3.2326 1.7566 0.0715 -0.68
C -4.0736 0.9849 -1.1054 0.28
O -4.6958 -0.1752 -0.7634 -0.53
N -4.2732 1.4569 -2.5309 0.03
C -5.4361 2.4263 -2.4669 -0.74
C -3.0266 2.0732 -3.1264 0.54
C -1.6705 1.4197 -2.9298 -0.63
C -0.2979 2.1436 -3.5538 0.16
O 0.7566 1.4282 -4.0172 -0.48
C -0.2958 3.8147 -3.5271 -0.31
C -1.6580 4.4431 -3.7536 0.29
P -1.9551 6.3364 -3.7545 0.24
N -2.1168 6.8419 -5.3155 -0.65
C -2.9912 3.4737 -4.0252 0.12
O -3.9065 3.8212 -4.9334 -0.49
H -2.0715 1.5315 -0.0816 0.19
H -3.5417 1.3799 1.1354 0.32
H -3.3443 2.9234 -0.0699 0.26
H -6.1185 2.0656 -1.5572 0.35
H -5.1278 3.5368 -2.2027 0.26
H -6.1437 2.3946 -3.4148 0.27
H -1.5726 0.4098 -2.3440 0.50
H 0.6659 4.4628 -3.3224 0.29
H -0.8163 7.0721 -3.2069 0.11
H -3.1914 6.6925 -3.0898 0.10
H -3.0727 7.2956 -5.4038 0.22
C -0.3088 0.1288 3.7029 -0.98
C 0.9976 0.7406 3.2296 -0.17
O 0.8200 2.1267 2.9122 -0.30
C 0.8286 2.9763 3.9695 0.71
O 0.9790 2.6647 5.1406 -0.56
O 0.6188 4.2319 3.5014 -0.31
C 0.5382 5.2235 4.5238 -0.63
H -1.1053 0.3088 2.9739 0.25
H -0.2003 -0.9492 3.8522 0.33
H -0.6353 0.5765 4.6470 0.30
H 1.3206 0.2426 2.3096 0.31
H 1.7978 0.6055 3.9668 0.26
H 1.4098 5.1853 5.1848 0.29
H -0.3868 5.0960 5.0951 0.29
H 0.5156 6.2052 4.0426 0.22
C 0.8642 -6.9894 5.6648 -1.09
C 2.1706 -6.3775 5.1916 -0.16
O 1.9931 -4.9915 4.8741 -0.34
C 2.0017 -4.1419 5.9314 0.71
O 2.1521 -4.4535 7.1025 -0.56
O 1.7918 -2.8862 5.4633 -0.26
C 1.7112 -1.8947 6.4857 -0.54
H 0.0678 -6.8094 4.9358 0.29
H 0.9727 -8.0674 5.8141 0.35
H 0.5378 -6.5416 6.6089 0.31
H 2.4936 -6.8756 4.2715 0.29
H 2.9709 -6.5126 5.9287 0.31
H 2.5828 -1.9328 7.1467 0.35
H 0.7863 -2.0222 7.0570 0.31
H 1.6887 -0.9129 6.0045 0.04
C 0.7809 -1.8344 -5.7238 -1.09
C 1.5464 -1.9255 -4.4159 -0.02
O 2.1722 -3.2080 -4.2856 -0.34
C 3.3408 -3.3613 -4.9569 0.73
O 3.8934 -2.5137 -5.6405 -0.55
O 3.7787 -4.6290 -4.7544 -0.33
C 4.9751 -4.9470 -5.4634 -0.62
H 0.0813 -2.6706 -5.8201 0.31
H 0.2229 -0.8955 -5.7817 0.30
H 1.4583 -1.8863 -6.5821 0.31
H 0.8487 -1.8256 -3.5779 0.20
H 2.2817 -1.1178 -4.3205 0.31
H 5.7640 -4.2159 -5.2607 0.29
H 4.7682 -5.0057 -6.5367 0.29
H 5.3202 -5.9271 -5.1230 0.22
```

---

Q: Which formula does entry 1 have?
A: C45H48AsF3LuN7O2S6Te

---

Q: What is the formula in the first record?
A: C45H48AsF3LuN7O2S6Te